# 1
Computed, not measured: 2 unconnected molecules or ions with the total composition C2HO4P in a non-equilibrium geometry, with the ωB97M-V functional and the def2-TZVPD basis.

The geometry in XYZ format:
```
8
Properties=species:S:1:pos:R:3:lowdin_charge:R:1
O -3.0090 -1.3454 -1.1677 -0.439
P -2.1873 -0.3401 -1.8251 0.929
O 2.4231 -2.9578 -4.3110 0.255
H 0.7792 -2.1389 -0.9276 0.093
C 0.3202 -1.1094 -0.3932 -0.085
O -0.6513 -0.6492 -1.0656 -0.487
O 0.2455 -3.2273 -3.6460 0.169
C 1.3522 -3.1045 -4.0189 -0.438
```

Output
Energy = -719.0027 a.u.
Orbital gap (spin up / spin down) = 0.225 / 0.385 Ha
Total charge = 0
HOMO level (spin up / spin down) = -7.14 / -11.89 eV
Multiplicity = 3
Relative energy (zero: lowest compared OMol25 entry of this formula, charge and spin) = 1.046 eV
⟨S²⟩ = 2.007

# 2
Computed, not measured: a molecular structure, C17H28BClI2N4O4S in a non-equilibrium geometry, with the ωB97M-V functional and the def2-TZVPD basis.

The geometry in XYZ format:
```
58
Properties=species:S:1:pos:R:3:lowdin_charge:R:1
H 0.7140 0.8703 -2.5702 0.062
C 1.0872 -3.9688 3.0170 -0.431
C 4.1600 3.0101 -0.7777 -0.429
H 4.2079 3.5821 -1.7109 0.135
H 5.3816 2.9879 1.0416 0.064
C -2.2450 1.4271 -3.6682 -0.465
C -3.7963 0.1948 -1.8013 0.058
H 0.9806 -0.0049 -0.8809 0.073
C -2.5940 0.1353 -2.8090 -0.161
H -1.8759 -1.2971 1.6720 0.078
H -0.9096 -4.8301 2.7460 0.065
H 4.8420 4.5979 0.5403 0.078
C -0.1050 -4.7990 3.4838 -0.075
H -0.5660 0.9201 -1.2447 0.086
C -4.6233 1.5561 -1.7010 -0.213
C 5.1809 3.6233 0.1764 -0.074
H 2.4540 4.1084 0.0672 0.119
O -4.4512 -0.9444 0.5875 0.088
H 1.9201 -4.1942 3.6922 0.134
H 2.0401 2.8643 -1.0997 0.110
H -5.2335 -1.5312 0.7672 0.123
H -2.7346 3.6678 -4.1665 0.103
H 0.2005 -5.8334 3.6641 0.076
H 3.9222 1.2489 -1.7757 0.068
O -4.4446 -2.3411 -1.4568 0.013
H 6.1356 3.7738 -0.3352 0.077
H 3.8022 2.1860 2.2582 0.074
N -5.1410 3.9822 -2.3095 -0.264
O 0.0286 -1.9371 2.0285 -0.200
B -4.2261 -1.0375 -0.8324 -0.515
C 2.7830 2.5204 2.0585 -0.104
H 4.3381 1.0695 -0.2379 0.071
C -1.6825 -1.1654 -2.9747 -0.709
S -6.2571 3.3748 -1.1490 0.918
H -1.6385 -1.9756 3.2936 0.093
C -3.0450 2.7627 -3.5489 0.000
N 1.4645 -4.3961 1.6642 0.039
H -1.7106 -3.0410 1.8520 0.078
N 4.5516 1.6247 -1.0679 0.041
H -4.8777 -2.0995 -2.3193 0.086
H 2.1258 2.0122 2.7680 0.087
I -2.2900 -3.0074 -3.9548 0.812
N -5.7770 1.7496 -0.8122 -0.244
H 0.7601 -4.0262 1.0237 0.054
H 0.4447 -2.1436 4.0596 0.117
H 2.6975 3.5988 2.2177 0.091
C 2.7083 3.0933 -0.2623 -0.201
H -0.5147 -4.4060 4.4191 0.078
I 1.0367 -2.7718 -2.5107 0.724
O 2.3902 2.1397 0.7498 -0.203
Cl -0.8270 1.4273 -4.8532 0.574
C -1.3676 -2.0802 2.2393 -0.096
C -0.3549 -1.0713 -2.4239 -0.714
C 0.8416 -2.4466 3.0826 -0.203
C -4.2673 2.8401 -2.5663 -0.268
C 0.2317 0.2506 -1.7156 -0.162
H 1.8090 -1.9446 2.9730 0.119
H 2.3156 -3.9058 1.3932 0.069
```

Output
Energy = -2662.9931 a.u.
Orbital gap = 0.255 Ha
Total charge = 0
HOMO level = -8.84 eV
Multiplicity = 1

# 3
Computed, not measured: a molecular structure, C5H8N2 in a non-equilibrium geometry, with the ωB97M-V functional and the def2-TZVPD basis.

The geometry in XYZ format:
```
15
Properties=species:S:1:pos:R:3:lowdin_charge:R:1
H 2.4301 0.3170 -0.9461 0.080
N -1.2968 -2.1140 1.4682 0.018
H -1.0912 -1.2403 2.0053 0.017
C 0.5898 0.2386 0.1936 -0.261
H 1.0190 0.3077 1.2032 0.155
H -0.2028 2.3555 0.4469 0.114
H 1.0749 -0.5153 -1.7569 0.088
C 1.5755 -0.3451 -0.7985 -0.058
H -2.3281 0.6709 -0.4966 0.153
C -1.1026 -1.7893 0.2149 -0.191
C -0.2534 1.4836 -0.2064 -0.094
N -1.4443 0.6464 -0.0114 0.118
H 1.9289 -1.3162 -0.4353 0.090
C -0.7283 -0.4738 0.1422 -0.348
H -0.1307 1.7535 -1.2550 0.120
```

Output
Energy = -304.6717 a.u.
Orbital gap = 0.292 Ha
Total charge = 0
HOMO level = -7.38 eV
Multiplicity = 1
Relative energy (zero: lowest compared OMol25 entry of this formula, charge and spin) = 4.456 eV

# 4
Computed, not measured: C4H3NO in the gas phase in a non-equilibrium geometry, with the ωB97M-V functional and the def2-TZVPD basis.

The geometry in XYZ format:
```
9
Properties=species:S:1:pos:R:3:lowdin_charge:R:1
N -1.4418 -0.1850 1.9507 0.268
C -1.1642 -0.1045 0.7862 -0.457
O -1.8002 0.6807 -0.4147 -0.034
C 1.1194 -0.2628 -0.2575 -0.129
H -1.5300 1.6093 -0.3078 0.087
C 2.2888 0.0346 -0.3477 0.147
C -0.2287 -0.6286 -0.1723 -0.047
H -0.5675 -1.4385 -0.8172 0.127
H 3.3242 0.2948 -0.4197 0.038
```

Output
Energy = -283.9853 a.u.
Orbital gap (spin up / spin down) = 0.340 / 0.225 Ha
Total charge = 0
HOMO level (spin up / spin down) = -10.28 / -8.23 eV
Multiplicity = 1
Relative energy (zero: lowest compared OMol25 entry of this formula, charge and spin) = 5.112 eV

# 5
Computed, not measured: C2H2ClFN2S in the gas phase in a non-equilibrium geometry, with the ωB97M-V functional and the def2-TZVPD basis.

The geometry in XYZ format:
```
9
Properties=species:S:1:pos:R:3:lowdin_charge:R:1
Cl -0.5687 1.2382 3.9510 0.322
S -2.5338 1.0573 1.8606 0.698
N -1.1237 0.6413 2.1504 -1.006
C 0.1073 -0.5734 0.5500 -0.082
N -0.1497 -0.0513 1.8327 -0.079
C 0.1088 0.2616 -0.5183 -0.181
H 0.3446 -1.5807 0.6701 0.097
F 0.3081 -0.1598 -1.7081 0.085
H -0.1820 1.3616 -0.3904 0.146
```

Output
Energy = -1144.9887 a.u.
Orbital gap (spin up / spin down) = 0.296 / 0.296 Ha
Total charge = 0
HOMO level (spin up / spin down) = -9.19 / -9.19 eV
Multiplicity = 1
SMILES = F/C=C/N=[N+](\[S-])Cl
Relative energy (zero: lowest compared OMol25 entry of this formula, charge and spin) = 1.655 eV

# 6
Computed, not measured: a molecular structure, C49H44ClN7PRe in a non-equilibrium geometry, with the ωB97M-V functional and the def2-TZVPD basis.

The geometry in XYZ format:
```
103
Properties=species:S:1:pos:R:3:lowdin_charge:R:1
C 1.6076 -1.3136 -1.4162 -0.396
H 1.6765 4.3717 -5.0893 0.134
H -0.5560 5.0474 -4.2814 0.129
C 4.0662 -1.1009 -5.0371 -0.029
H 1.8476 -0.0351 -8.0152 0.120
H -0.3821 5.2053 5.1097 0.122
N 1.1199 -0.0913 -1.6002 -0.097
C 1.4233 0.3010 -2.8808 -0.164
C 0.4070 4.3787 3.2939 -0.062
H -7.0185 -2.9908 1.7049 0.119
H 3.5653 -2.3954 3.3869 0.109
C 1.9817 -0.2615 3.3088 -0.092
C -6.5611 -4.3250 0.0882 -0.041
C 3.2524 -1.2169 6.7214 -0.046
H -6.1698 3.0200 0.3706 0.121
C -3.5782 0.1744 -0.0052 -0.196
H 0.4363 5.3323 2.7803 0.119
C 0.9050 1.5877 -3.3316 -0.199
H -2.0729 2.8177 0.1115 0.057
H 4.8922 1.7117 6.2781 0.119
C -0.0481 4.3112 4.6017 -0.041
C -0.3754 1.9717 -2.8731 -0.138
C 0.8606 3.2365 2.6495 -0.095
H -1.0586 1.2176 -2.4518 0.109
H 3.6194 1.6550 4.1679 0.123
C -4.1227 -2.9862 -0.0569 -0.185
H 1.3108 3.3284 1.6726 0.039
N -1.2376 -0.7084 -0.1302 0.020
C -4.4042 -4.0384 -0.9320 -0.038
C -5.6248 1.2380 -0.6936 -0.035
C 0.3748 1.9413 4.6059 -0.010
C -0.6634 -1.9135 -0.1299 -0.422
H -1.8993 3.4947 -2.9240 0.123
C 4.0998 -0.1509 6.9909 -0.039
N -1.1063 2.8839 0.4416 -0.011
H -7.5033 -4.8520 0.1483 0.121
H -0.7145 3.7441 0.0521 0.027
H 2.6226 2.1776 -4.4714 0.138
C 2.7327 -0.7481 -4.8203 -0.185
C -0.1563 4.0785 -4.0149 -0.046
C -3.4135 1.1531 0.9756 -0.095
C 0.8369 1.9940 3.2850 -0.173
H -0.3841 3.0219 6.2827 0.123
H -2.2335 -4.7854 0.4245 0.108
C 2.1610 -0.7041 -3.4742 -0.065
C -0.0488 3.0869 5.2563 -0.032
H 1.8596 -2.0775 5.3443 0.119
Cl 1.5236 4.0772 -0.9158 0.673
P 1.1164 -2.2862 0.0337 1.222
C 2.7510 -2.5767 2.6908 0.003
H -2.5906 1.0512 1.6766 0.109
C -1.3744 -4.3137 -0.0439 0.008
H -1.1467 3.0178 1.4530 0.061
C -5.4424 2.2265 0.2659 -0.043
C 2.4702 -0.3236 -7.1791 -0.043
H 5.6374 -1.2900 -6.4772 0.121
H -5.8346 -5.4991 -1.5547 0.119
H 2.5065 2.4580 0.4717 0.021
C 1.1027 3.6954 -4.4693 -0.009
C 1.9562 2.4180 -0.4669 -0.647
N 2.2474 -1.7088 -2.5282 -0.012
C -5.6194 -4.6976 -0.8611 -0.048
C 2.8768 -3.0104 -2.7188 0.023
H -0.4891 -4.5128 0.5545 0.076
C -0.8989 3.2160 -3.2317 -0.070
H 2.3457 -3.7595 -2.1365 0.084
C 3.5148 0.8528 4.8879 -0.018
H 4.6584 -0.1262 7.9165 0.121
H 0.3246 0.9926 5.1202 0.126
H -6.4947 1.2666 -1.3359 0.123
H 3.1639 -2.9653 1.7650 0.077
C -2.5944 -0.9083 -0.0972 -0.159
N 0.9531 0.2680 1.3882 -0.032
H 2.6307 2.0513 -1.2385 0.028
Re 0.1352 1.2320 -0.3583 1.627
C 2.5493 -1.2622 5.5294 -0.041
C -2.8438 -2.2747 -0.1138 -0.085
H -1.2333 -4.7454 -1.0339 0.109
C 4.2262 0.8845 6.0729 -0.042
H -4.8660 -1.8035 1.5799 0.123
C 2.6749 -0.2276 4.5996 -0.198
H 3.9157 -2.9893 -2.3928 0.112
C -4.7023 0.2142 -0.8315 -0.011
H -3.6910 -4.3087 -1.7018 0.117
H 0.8944 -0.1208 -5.7400 0.123
H 2.8434 -3.2811 -3.7706 0.113
C 3.8038 -0.6566 -7.3862 -0.035
H 2.0836 -3.3194 3.1260 0.110
C -6.2894 -3.2769 0.9589 -0.044
H -4.8437 -0.5478 -1.5867 0.130
C -4.3399 2.1788 1.1084 -0.076
C 1.4282 -0.9907 1.2941 -0.397
H 3.1392 -2.0153 7.4421 0.120
N 2.0474 -1.3223 2.4432 -0.033
C 1.9372 -0.3622 -5.9045 -0.030
C 1.6361 2.4610 -4.1297 0.000
H -4.2268 2.9209 1.8902 0.118
H 4.6994 -1.3769 -4.2023 0.117
H 4.2217 -0.6225 -8.3829 0.123
N -1.6130 -2.8770 -0.1235 -0.032
C -5.0832 -2.6053 0.8858 -0.021
C 4.5967 -1.0446 -6.3147 -0.043
C 1.2797 0.7390 2.6495 -0.133
```

Output
Energy = -3155.9071 a.u.
Orbital gap (spin up / spin down) = 0.150 / 0.169 Ha
Total charge = +3
HOMO level (spin up / spin down) = -15.07 / -15.07 eV
Multiplicity = 2
Relative energy (zero: lowest compared OMol25 entry of this formula, charge and spin) = 2.002 eV
⟨S²⟩ = 0.765